2 unconnected molecules or ions with the total composition CH3OPS2 in a non-equilibrium geometry, computed with ωB97M-V with the def2-TZVPD basis set.

Computed properties:
Orbital gap   8.157 eV
LUMO level   -0.7 eV
Energy above the lowest of the compared OMol25 structures with the same formula, charge and spin   7.8 kcal/mol
SMILES   O=PS.C=S

```
! RIJCOSX wB97M-V def2-TZVPD def2/J DEFGRID3
* xyz 0 1
O 1.10113 -0.67819 -0.77156
P 1.29149 -0.05302 0.51499
S 2.89781 1.21757 0.18391
H 2.99098 1.59088 1.34834
C -2.04459 -0.60012 -0.21170
S -2.13748 0.72930 -1.07742
H -1.14303 -0.86225 0.39665
H -2.95631 -1.34417 -0.38321
*
```